Entry 1:
C4H6NS | wB97M-V/def2-TZVPD

Summary:
* E_LUMO: -5.7 eV
* total charge: +1
* HOMO-LUMO gap: 0.372 hartree
* E_tot: -608.601946 a.u.
* molar mass: 100.17 Da

Last column: natural (NBO) charge in e.
Atoms and positions in Å:
1 S 1.217 -3.488 -0.313  0.65
2 N 0.096 -0.584 0.292  -0.46
3 C 1.072 -2.284 -1.206  0.13
4 C -0.363 0.027 1.145  0.43
5 C -1.094 0.690 2.153  -0.72
6 C 1.241 -1.160 -2.050  -0.79
7 H -1.635 1.440 1.783  0.27
8 H 1.571 -0.367 -1.511  0.31
9 H -0.446 1.071 2.816  0.26
10 H 0.242 -0.820 -2.629  0.33
11 H 1.968 -1.364 -2.981  0.32
12 H -1.754 0.090 2.640  0.27

***

Entry 2:
H24O12 | wB97M-V/def2-TZVPD

Summary:
* structure (SMILES): O.O.O.O.O.O.O.O.O.O.O.O
* E_LUMO: -0.1 eV
* HOMO-LUMO gap: 0.380 hartree
* E_tot: -917.305680 a.u.
* molar mass: 216.18 Da

Last column: natural (NBO) charge in e.
Atoms and positions in Å:
1 O -28.268 16.984 9.321  -0.99
2 O -28.250 15.657 6.767  -1.01
3 O -30.161 19.135 8.302  -0.97
4 O -24.928 16.511 10.215  -0.94
5 O -30.141 18.063 11.509  -0.96
6 O -28.861 18.245 5.976  -0.98
7 O -27.070 19.474 9.110  -0.99
8 O -27.448 14.394 10.826  -1.00
9 O -26.017 14.054 8.530  -0.98
10 O -31.991 16.320 8.696  -0.97
11 O -30.169 14.663 10.235  -0.99
12 O -27.397 18.654 12.029  -0.97
13 H -25.267 14.062 7.929  0.48
14 H -29.321 14.535 10.686  0.51
15 H -27.255 14.588 11.751  0.48
16 H -29.536 18.478 5.333  0.48
17 H -28.489 16.565 6.455  0.52
18 H -28.314 18.339 11.935  0.50
19 H -26.782 19.550 10.029  0.48
20 H -30.820 17.607 11.002  0.49
21 H -29.466 19.264 8.966  0.50
22 H -26.713 14.531 8.053  0.50
23 H -30.705 18.414 8.639  0.48
24 H -30.522 18.192 12.386  0.48
25 H -24.648 17.387 9.926  0.48
26 H -26.618 14.044 10.452  0.53
27 H -26.935 17.972 12.527  0.46
28 H -28.897 15.079 6.351  0.48
29 H -30.506 13.778 10.058  0.48
30 H -29.162 18.664 6.811  0.51
31 H -31.362 15.741 9.163  0.50
32 H -27.455 18.577 9.054  0.49
33 H -32.521 16.737 9.382  0.46
34 H -28.069 16.451 10.097  0.48
35 H -28.469 16.337 8.621  0.51
36 H -25.865 16.623 10.408  0.47

***

Entry 3:
C12H27N3O4 | wB97M-V/def2-TZVPD

Summary:
* structure (SMILES): CC(C)C[C@H](N)C(=O)O.NCCCC[C@H](N)C(=O)O
* E_LUMO: 0.5 eV
* HOMO-LUMO gap: 0.362 hartree
* E_tot: -938.712994 a.u.
* molar mass: 277.37 Da

Last column: natural (NBO) charge in e.
Atoms and positions in Å:
1 O 1.457 0.114 -0.947  -0.68
2 O -5.611 -1.902 0.746  -0.60
3 O -3.497 -1.297 1.180  -0.70
4 O 1.614 2.237 -0.287  -0.59
5 N 6.180 3.517 0.945  -0.84
6 N -3.498 0.322 -1.094  -0.81
7 N 3.186 -0.807 0.724  -0.86
8 C -4.264 -3.364 -1.898  -0.22
9 C -3.446 -4.312 -2.776  -0.60
10 C 4.437 3.699 2.701  -0.40
11 C 1.885 1.074 -0.122  0.78
12 C 3.328 2.763 2.211  -0.40
13 C -4.572 -1.412 0.368  0.78
14 C -4.288 -0.899 -1.037  -0.16
15 C -3.578 -1.992 -1.850  -0.39
16 C 2.716 0.545 1.064  -0.17
17 C 3.827 1.511 1.487  -0.41
18 C -5.708 -3.271 -2.397  -0.62
19 C 5.225 4.413 1.601  -0.22
20 H -4.287 -3.779 -0.881  0.20
21 H 4.524 4.771 0.836  0.19
22 H -5.752 -2.768 -3.372  0.20
23 H 4.428 1.798 0.616  0.24
24 H -3.419 -3.953 -3.812  0.20
25 H 1.998 0.435 1.891  0.21
26 H 4.089 -0.747 0.260  0.37
27 H 3.326 -1.361 1.563  0.38
28 H 5.707 5.308 2.033  0.17
29 H 6.919 3.275 1.601  0.35
30 H -6.341 -2.722 -1.693  0.22
31 H -5.267 -0.696 -1.482  0.22
32 H 5.140 3.149 3.346  0.19
33 H -3.463 -1.599 -2.866  0.22
34 H -3.763 -1.679 2.031  0.50
35 H -2.411 -4.394 -2.424  0.21
36 H 6.633 4.002 0.175  0.36
37 H -3.880 -5.318 -2.782  0.21
38 H 2.729 2.451 3.080  0.19
39 H 3.978 4.466 3.338  0.21
40 H -3.980 1.076 -0.613  0.36
41 H -6.139 -4.271 -2.518  0.21
42 H -2.561 -2.112 -1.445  0.21
43 H 4.504 0.959 2.157  0.19
44 H 2.652 3.310 1.548  0.23
45 H -2.620 0.179 -0.605  0.37
46 H 1.860 -0.716 -0.605  0.51

***

Entry 4:
C5H8OSi | wB97M-V/def2-TZVPD

Summary:
* E_LUMO (alpha / beta): 0.0 / 0.3 eV
* HOMO-LUMO gap (alpha / beta): 0.246 / 0.260 hartree
* E_tot: -559.859432 a.u.
* molar mass: 112.20 Da

Last column: natural (NBO) charge in e.
Atoms and positions in Å:
1 Si 0.810 -1.320 1.428  0.71
2 O -2.502 -0.869 0.698  -0.44
3 C -1.387 -0.100 -1.349  -0.50
4 C 1.574 0.154 0.459  -0.84
5 C -2.019 -0.713 -0.353  0.67
6 C -0.304 0.741 -1.206  -0.17
7 C 0.309 1.097 0.082  -0.46
8 H 2.282 0.753 1.127  0.25
9 H -1.753 -0.480 -2.251  0.25
10 H 0.052 1.098 -2.097  0.20
11 H 1.939 -0.280 -0.467  0.23
12 H -0.347 1.222 0.946  0.22
13 H -0.206 -0.686 2.125  -0.19
14 H 0.730 2.086 -0.154  0.22
15 H 0.824 -2.703 1.012  -0.15

***

Entry 5:
C47H57FN9OP2SV | wB97M-V/def2-TZVPD

Summary:
* E_LUMO (alpha / beta): 1.8 / 1.8 eV
* <S²>: 3.80
* spin multiplicity: 4
* total charge: -1
* HOMO-LUMO gap (alpha / beta): 0.132 / 0.205 hartree
* E_tot: -4518.149951 a.u.
* molar mass: 927.99 Da

Last column: Mulliken spin population.
Atoms and positions in Å:
1 V -1.253 -0.021 0.727  2.02
2 S -2.722 0.286 3.121  -0.01
3 P 2.059 -0.190 1.606  0.10
4 P -3.912 0.331 -0.268  -0.13
5 F -1.244 1.891 0.323  0.01
6 O -1.203 -2.102 1.393  0.14
7 N 2.918 -1.057 0.417  0.01
8 N 2.084 2.468 -8.992  0.00
9 N -0.830 -0.538 -1.174  -0.11
10 N -0.538 1.143 4.474  0.00
11 N -1.197 2.481 2.849  0.01
12 N -0.159 -0.388 -3.256  0.01
13 N 0.619 0.038 1.257  -0.03
14 N 2.961 1.246 1.858  -0.01
15 N 2.425 -1.139 2.963  0.01
16 C -5.171 -4.024 0.624  -0.11
17 C 2.615 -3.557 3.351  0.00
18 C -3.709 0.449 -2.103  0.06
19 C 0.745 0.080 -6.804  0.00
20 C 0.590 2.067 4.310  0.00
21 C 3.933 -1.911 4.715  0.00
22 C -4.519 -1.358 0.015  0.24
23 C 4.724 3.615 1.460  0.00
24 C 3.251 -3.280 4.716  0.00
25 C 0.801 1.496 -4.433  0.00
26 C 4.357 -1.228 0.494  0.00
27 C -5.795 -1.831 -0.233  -0.20
28 C -5.486 1.292 -0.085  0.03
29 C 3.902 -3.000 -1.263  0.00
30 C -5.875 1.585 1.227  0.00
31 C -1.440 1.308 3.467  0.03
32 C -7.898 2.627 0.441  0.00
33 C 2.380 -1.048 -0.945  0.01
34 C 4.759 -2.609 -0.042  0.00
35 C 1.257 2.080 -5.602  0.00
36 C -3.709 -0.430 -4.356  0.00
37 C -6.144 -3.156 0.053  0.32
38 C -7.519 2.355 -0.865  0.00
39 C 4.290 1.365 2.478  0.00
40 C 0.030 3.104 3.331  0.00
41 C 0.284 -0.508 -5.638  0.00
42 C -3.214 1.658 -2.606  0.00
43 C -3.527 -2.227 0.615  0.02
44 C -3.947 -0.593 -2.991  -0.03
45 C -0.919 -1.800 -1.760  0.10
46 C -2.297 -1.640 0.901  0.15
47 C 0.309 0.197 -4.444  0.00
48 C 3.330 -1.748 -1.915  0.00
49 C -0.376 0.265 -2.077  0.08
50 C -0.509 -1.726 -3.043  0.00
51 C -7.069 2.241 1.488  0.00
52 C 1.711 1.988 -8.022  0.00
53 C -2.987 1.827 -3.965  0.00
54 C 2.938 -0.835 4.286  0.00
55 C 1.680 -2.413 2.965  -0.01
56 C 2.705 2.223 0.783  0.00
57 C 3.205 3.610 1.162  0.00
58 C 5.252 2.190 1.633  0.00
59 C 1.235 1.376 -6.794  0.00
60 C -3.232 0.776 -4.848  0.00
61 C -6.320 1.694 -1.127  0.00
62 C -3.906 -3.587 0.907  0.23
63 H 0.718 -0.470 -7.736  0.00
64 H -3.046 0.900 -5.909  0.00
65 H 1.431 -1.572 -0.928  0.00
66 H 4.667 -1.146 1.533  0.00
67 H -7.148 -3.514 -0.147  0.03
68 H -0.115 -1.511 -5.672  0.00
69 H 2.785 -1.989 -2.832  0.00
70 H 2.462 -3.280 5.477  0.00
71 H 0.726 3.290 2.516  0.00
72 H -1.430 2.506 1.853  0.00
73 H 2.178 -0.028 -1.296  0.00
74 H -2.603 2.772 -4.339  0.00
75 H -5.227 1.286 2.044  -0.01
76 H -5.446 -5.051 0.849  0.00
77 H 3.071 -3.636 -0.943  0.00
78 H -3.175 -4.247 1.362  0.03
79 H 5.386 1.709 0.661  0.00
80 H 4.918 4.176 2.379  0.00
81 H -3.900 -1.254 -5.037  0.00
82 H 2.974 4.294 0.342  0.00
83 H -3.003 2.466 -1.910  0.00
84 H -4.325 -1.534 -2.608  0.02
85 H 6.230 2.204 2.122  0.00
86 H 4.630 -3.350 0.749  0.00
87 H -6.045 1.485 -2.153  0.00
88 H 4.724 0.384 2.653  0.00
89 H 2.650 3.964 2.034  0.00
90 H 2.061 -4.499 3.368  0.00
91 H -0.361 0.189 4.744  0.00
92 H 4.888 -0.442 -0.065  0.00
93 H 5.272 4.118 0.661  0.00
94 H 4.762 -1.918 3.998  0.00
95 H 0.855 -2.360 3.689  0.00
96 H 3.399 -3.634 2.589  0.00
97 H -0.225 1.319 -1.906  -0.04
98 H 3.400 0.142 4.321  0.00
99 H -7.354 2.454 2.512  0.00
100 H 4.151 -1.080 -2.198  0.00
101 H -0.431 -2.487 -3.798  0.00
102 H 1.631 2.230 0.603  0.00
103 H 1.439 1.564 3.862  -0.01
104 H 1.638 3.093 -5.589  0.00
105 H 2.114 -0.821 5.021  0.00
106 H 4.205 1.855 3.460  0.00
107 H 3.963 -4.065 4.987  0.00
108 H 5.823 -2.594 -0.302  0.00
109 H -8.834 3.136 0.643  0.00
110 H -1.268 -2.657 -1.207  -0.01
111 H 1.219 -2.572 1.994  0.01
112 H 3.196 1.923 -0.160  0.00
113 H -0.202 4.051 3.823  0.00
114 H 4.343 -1.678 5.703  0.00
115 H 4.495 -3.575 -1.978  0.00
116 H 0.834 2.056 -3.510  0.00
117 H -8.159 2.652 -1.688  0.00
118 H -6.541 -1.166 -0.661  -0.01
119 H 0.881 2.506 5.264  0.00

***

What did the third record say?
C12H27N3O4 | wB97M-V/def2-TZVPD

Summary:
* structure (SMILES): CC(C)C[C@H](N)C(=O)O.NCCCC[C@H](N)C(=O)O
* E_LUMO: 0.5 eV
* HOMO-LUMO gap: 0.362 hartree
* E_tot: -938.712994 a.u.
* molar mass: 277.37 Da

Last column: natural (NBO) charge in e.
Atoms and positions in Å:
1 O 1.457 0.114 -0.947  -0.68
2 O -5.611 -1.902 0.746  -0.60
3 O -3.497 -1.297 1.180  -0.70
4 O 1.614 2.237 -0.287  -0.59
5 N 6.180 3.517 0.945  -0.84
6 N -3.498 0.322 -1.094  -0.81
7 N 3.186 -0.807 0.724  -0.86
8 C -4.264 -3.364 -1.898  -0.22
9 C -3.446 -4.312 -2.776  -0.60
10 C 4.437 3.699 2.701  -0.40
11 C 1.885 1.074 -0.122  0.78
12 C 3.328 2.763 2.211  -0.40
13 C -4.572 -1.412 0.368  0.78
14 C -4.288 -0.899 -1.037  -0.16
15 C -3.578 -1.992 -1.850  -0.39
16 C 2.716 0.545 1.064  -0.17
17 C 3.827 1.511 1.487  -0.41
18 C -5.708 -3.271 -2.397  -0.62
19 C 5.225 4.413 1.601  -0.22
20 H -4.287 -3.779 -0.881  0.20
21 H 4.524 4.771 0.836  0.19
22 H -5.752 -2.768 -3.372  0.20
23 H 4.428 1.798 0.616  0.24
24 H -3.419 -3.953 -3.812  0.20
25 H 1.998 0.435 1.891  0.21
26 H 4.089 -0.747 0.260  0.37
27 H 3.326 -1.361 1.563  0.38
28 H 5.707 5.308 2.033  0.17
29 H 6.919 3.275 1.601  0.35
30 H -6.341 -2.722 -1.693  0.22
31 H -5.267 -0.696 -1.482  0.22
32 H 5.140 3.149 3.346  0.19
33 H -3.463 -1.599 -2.866  0.22
34 H -3.763 -1.679 2.031  0.50
35 H -2.411 -4.394 -2.424  0.21
36 H 6.633 4.002 0.175  0.36
37 H -3.880 -5.318 -2.782  0.21
38 H 2.729 2.451 3.080  0.19
39 H 3.978 4.466 3.338  0.21
40 H -3.980 1.076 -0.613  0.36
41 H -6.139 -4.271 -2.518  0.21
42 H -2.561 -2.112 -1.445  0.21
43 H 4.504 0.959 2.157  0.19
44 H 2.652 3.310 1.548  0.23
45 H -2.620 0.179 -0.605  0.37
46 H 1.860 -0.716 -0.605  0.51

***

Question: Look up the E_tot of the fourth one.
Answer: -559.859432 a.u.

***

Question: Which of these has the highest E_tot?
Answer: C5H8OSi

***

Question: The highest E_tot belongs to which entry?
Answer: C5H8OSi